The following is a quantum chemistry calculation of a 2-piece molecular cluster, C5H11O2Si overall, from the OMol25 dataset.

Values from the calculation:
Electronic energy = -637.11817 hartree
HOMO = -1.702 eV
Energy above the lowest of the compared OMol25 structures with the same formula, charge and spin = 141.3 kJ/mol

Structure (ORCA input):
```
! wB97M-V def2-TZVPD RIJCOSX def2/J DEFGRID3
* xyz -1 1
C 1.77 0.77 3.51
C 1.13 -1.35 -1.86
C -1.34 -1.09 0.52
C -1.12 1.84 0.10
C 0.38 -0.04 -1.66
O 1.24 1.78 3.69
O 2.38 -0.22 3.49
Si -0.01 0.27 0.20
H 0.52 -2.19 -1.52
H 1.39 -1.53 -2.91
H 2.04 -1.35 -1.27
H -0.87 -2.06 0.71
H -1.93 -0.85 1.41
H -2.04 -1.23 -0.31
H -2.04 1.69 -0.49
H -1.42 2.14 1.10
H -0.58 2.67 -0.34
H -0.52 -0.06 -2.29
H 1.01 0.78 -2.05
*
```

Electronic structure analysis, Mulliken charges in units of e: 0.2848, -1.2311, -1.2618, -1.1516, -0.6016, -0.2353, -0.2154, -0.1530, 0.2842, 0.3546, 0.3040, 0.3178, 0.3588, 0.3589, 0.3204, 0.2962, 0.2995, 0.3295, 0.3409



The following is a quantum chemistry calculation of C26H58O13P2 as an isolated structure at a distorted geometry, from the OMol25 dataset.

Values from the calculation:
Electronic energy = -2685.34416 hartree
HOMO = -7.458 eV
Energy above the lowest of the compared OMol25 structures with the same formula, charge and spin = 2697.8 kJ/mol

Structure (ORCA input):
```
! wB97M-V def2-TZVPD RIJCOSX def2/J DEFGRID3
* xyz 0 1
C 0.37 0.18 -2.43
O 0.24 -0.48 -1.18
P 0.42 0.42 0.14
O 0.35 -0.36 1.40
O 1.81 1.28 -0.10
C 3.02 0.86 0.55
O -0.79 1.52 -0.12
C -1.89 1.60 0.83
H 0.56 -0.61 -3.17
H 1.24 0.80 -2.67
H -0.54 0.73 -2.64
H 2.80 0.93 1.61
H 3.85 1.57 0.43
H 3.19 -0.17 0.22
H -2.81 1.15 0.47
H -2.15 2.64 1.05
H -1.71 1.13 1.79
C -2.49 -1.12 -3.84
O -1.70 -1.14 -2.66
P -0.92 -2.47 -2.20
O -1.70 -3.76 -2.35
O -0.57 -2.27 -0.66
C -1.62 -2.29 0.39
O 0.59 -2.40 -2.87
C 0.99 -2.79 -4.23
H -3.45 -0.67 -3.58
H -2.69 -2.09 -4.28
H -2.04 -0.38 -4.51
H -1.67 -1.29 0.82
H -1.29 -2.95 1.19
H -2.65 -2.43 0.06
H 0.05 -3.06 -4.71
H 1.71 -3.61 -4.11
H 1.37 -1.91 -4.75
C -4.77 0.62 -0.82
C -4.28 0.31 -2.24
C -3.08 1.28 -2.50
O -2.91 1.90 -1.18
C -4.19 1.94 -0.56
H -4.38 -0.20 -0.21
H -5.85 0.67 -0.72
H -5.07 0.41 -2.99
H -4.09 -0.76 -2.26
H -3.33 2.08 -3.21
H -2.12 0.83 -2.76
H -4.69 2.83 -0.94
H -4.09 1.97 0.53
C -4.75 0.53 2.25
C -3.26 0.36 2.05
C -3.09 -1.15 2.05
O -4.22 -1.76 1.75
C -5.36 -0.83 2.05
H -5.13 1.29 1.57
H -4.97 0.85 3.27
H -2.75 0.75 2.93
H -2.86 0.87 1.18
H -2.77 -1.46 3.05
H -2.42 -1.60 1.32
H -6.00 -1.07 2.90
H -5.93 -0.74 1.12
C 4.42 0.68 2.67
C 5.13 1.44 1.59
C 5.75 0.41 0.72
O 4.73 -0.53 0.65
C 4.20 -0.62 1.94
H 3.41 0.99 2.95
H 5.16 0.63 3.47
H 5.88 2.18 1.85
H 4.47 1.92 0.86
H 6.67 0.01 1.15
H 6.06 0.70 -0.28
H 4.74 -1.47 2.37
H 3.14 -0.89 1.94
C 1.16 1.88 3.87
C 0.27 0.97 4.67
C -0.70 0.30 3.70
O -0.87 1.39 2.83
C 0.39 2.04 2.55
H 2.06 1.41 3.48
H 1.44 2.79 4.41
H -0.25 1.48 5.49
H 0.81 0.22 5.25
H -1.67 0.08 4.15
H -0.27 -0.50 3.09
H 0.05 3.08 2.52
H 0.91 1.81 1.62
C 4.31 -0.48 -1.40
C 3.02 -0.07 -2.07
C 2.96 -0.88 -3.40
O 4.31 -0.89 -3.68
C 4.98 -1.22 -2.58
H 4.07 -0.99 -0.47
H 4.80 0.43 -1.05
H 3.07 1.00 -2.26
H 2.17 -0.38 -1.46
H 2.41 -0.48 -4.25
H 2.44 -1.82 -3.21
H 5.99 -0.85 -2.73
H 4.86 -2.29 -2.45
*
```

Electronic structure analysis, Mulliken charges in units of e: -0.7940, 0.0982, 0.6633, -0.4123, -0.3234, 0.3337, -0.6266, 0.3513, 0.6935, 0.6404, -0.5144, -1.1352, 0.0614, 1.1361, -0.2338, 0.1683, 0.6257, -1.4244, 1.0458, 0.0074, -0.9235, -0.0227, -0.4142, -0.0822, -0.9708, 0.4651, 0.4594, 0.2739, 0.2408, 0.1385, 0.4032, 0.3899, 0.2278, 0.4128, 0.6122, -1.2391, 0.9919, -0.3639, -1.4038, -0.5441, 0.9005, 0.2256, 0.4914, 0.1427, -0.7221, 0.3803, 1.0415, -0.9959, 0.3962, 0.2494, -0.5666, -0.6972, 0.0860, 0.4933, 1.0004, -1.1458, 0.4938, -1.1768, 0.4319, 0.3061, -0.2426, -0.3761, -0.6763, -0.5851, -0.7574, 0.0988, 0.5210, 0.6770, -0.1805, 0.4082, 0.5344, 0.5006, 0.2954, 0.5912, -1.2268, -0.3049, -0.4941, -0.7318, -1.1554, 0.4673, 0.3506, 0.4994, 0.4580, 0.2384, 0.4393, 0.1673, 0.3875, 0.7405, -0.5189, -0.5175, -0.6554, 0.2220, -0.2105, 0.2949, -0.7157, 0.2190, 0.3204, 0.2783, 0.2925



The following is a quantum chemistry calculation of C10H28BF3O8Pt as an isolated structure at a distorted geometry, from the OMol25 dataset.

Values from the calculation:
Electronic energy = -1443.28323 hartree
HOMO (alpha / beta) = -8.109 / -8.399 eV
Energy above the lowest of the compared OMol25 structures with the same formula, charge and spin = 0.0 kJ/mol

Structure (ORCA input):
```
! wB97M-V def2-TZVPD RIJCOSX def2/J DEFGRID3
* xyz 0 3
Pt 0.09 -0.15 0.93
C 2.00 0.80 -1.64
O 1.00 0.63 -2.65
O 1.45 0.92 -0.42
C 2.96 -0.39 -1.77
F 3.91 -0.37 -0.82
F 2.36 -1.58 -1.77
F 3.63 -0.30 -2.96
C 1.25 1.18 -3.93
C 0.27 0.59 -4.93
H 0.40 0.93 -5.95
H 0.40 -0.49 -4.92
H -0.75 0.88 -4.64
H 2.25 0.97 -4.31
H 1.10 2.27 -3.88
H 2.60 1.70 -1.84
B -1.27 -1.71 2.12
H -0.77 -2.41 1.30
H -1.95 -0.89 1.57
H -1.98 -2.35 2.79
H -0.50 -1.13 2.83
C 2.78 -1.21 1.91
C 2.13 -0.61 3.15
O 1.30 0.49 2.77
O 1.83 -1.72 0.97
H 3.38 -2.07 2.23
H 3.53 -0.57 1.45
H 2.85 -0.39 3.94
H 1.55 -1.41 3.63
H 1.46 1.24 3.36
H 2.06 -2.62 0.70
C -1.90 -1.58 -1.89
C -3.11 -1.94 -1.05
O -2.86 -2.98 -0.14
O -0.84 -1.00 -1.10
H -2.19 -0.87 -2.66
H -1.46 -2.47 -2.36
H -3.88 -2.30 -1.73
H -3.48 -1.07 -0.51
H -2.15 -2.74 0.47
H -0.21 -0.68 -1.77
C -1.88 3.28 2.85
C -1.92 1.81 2.53
O -1.23 1.59 1.29
O -2.51 3.95 1.77
H -0.83 3.57 3.00
H -2.36 3.55 3.80
H -2.95 1.43 2.48
H -1.42 1.23 3.30
H -1.73 2.11 0.64
H -2.45 4.90 1.86
*
```

Electronic structure analysis, Mulliken charges in units of e: 3.2353, -0.6326, -0.4410, -0.7239, 0.9289, -0.2969, -0.2583, -0.3172, -0.2015, -1.2201, 0.4027, 0.3016, 0.2507, 0.3109, 0.2676, 0.4589, -0.5478, -0.0989, -0.1912, -0.1484, -0.3126, -0.3247, -0.6922, -0.4722, -0.5334, 0.4770, 0.1784, 0.5575, 0.2560, 0.2543, 0.2006, -0.2874, -0.5530, -0.6309, -0.6953, 0.2788, 0.2962, 0.3727, 0.2322, 0.2967, 0.2626, -0.4443, -0.4721, -0.5925, -0.5178, 0.2581, 0.3807, 0.2964, 0.3100, 0.2510, 0.2904



The following is a quantum chemistry calculation of a 2-piece molecular cluster, C3H10NO2 overall at a distorted geometry, from the OMol25 dataset.

Values from the calculation:
Electronic energy = -325.51697 hartree
HOMO = -2.889 eV
Energy above the lowest of the compared OMol25 structures with the same formula, charge and spin = 99.0 kJ/mol

Structure (ORCA input):
```
! wB97M-V def2-TZVPD RIJCOSX def2/J DEFGRID3
* xyz -1 1
C 1.07 -0.71 0.27
C -0.36 -1.11 -0.11
C -1.29 0.02 -0.72
O -0.81 1.18 -0.21
N 2.16 -1.67 0.03
H 1.04 -0.47 1.34
H 1.14 0.25 -0.24
H -0.41 -1.95 -0.84
H -0.87 -1.48 0.78
H -2.38 -0.35 -0.52
H -1.23 -0.07 -1.81
H 2.20 -2.25 0.86
H 1.85 -2.22 -0.77
H -0.71 2.84 0.75
H -0.69 4.20 0.16
O -0.70 3.79 1.03
*
```

Electronic structure analysis, Mulliken charges in units of e: -0.4337, -0.5829, -0.5564, -0.8706, -0.6672, 0.2565, 0.3299, 0.3500, 0.1668, 0.1816, 0.2376, 0.2711, 0.2607, 0.4818, 0.2679, -0.6930



The following is a quantum chemistry calculation of C19H31N2SSiV as an isolated structure at a distorted geometry, from the OMol25 dataset.

Values from the calculation:
Electronic energy = -2483.54362 hartree
HOMO (alpha / beta) = -10.285 / -9.832 eV
Energy above the lowest of the compared OMol25 structures with the same formula, charge and spin = 0.0 kJ/mol

Structure (ORCA input):
```
! wB97M-V def2-TZVPD RIJCOSX def2/J DEFGRID3
* xyz 1 2
V -0.51 0.40 1.24
C 0.97 0.21 2.94
C -0.12 -0.62 3.31
C -1.39 -0.06 3.43
C -1.59 1.29 3.10
C -0.48 2.14 2.84
C 0.79 1.62 2.81
H 1.95 -0.21 2.83
H 0.04 -1.67 3.48
H -2.23 -0.68 3.71
H -2.59 1.71 3.13
H -0.64 3.20 2.67
H 1.64 2.25 2.61
C 3.07 0.15 0.40
Si 1.38 0.06 -0.46
C 1.17 -1.80 -0.92
C 2.45 -2.42 -1.48
C 0.03 -2.01 -1.92
C 0.80 -2.52 0.39
C 1.48 1.31 -1.92
C 2.73 1.08 -2.79
C 0.26 1.29 -2.84
C 1.60 2.70 -1.27
H 3.87 0.06 -0.34
H 3.20 -0.67 1.11
H 3.22 1.09 0.93
H 2.76 -1.95 -2.42
H 2.30 -3.49 -1.68
H 3.28 -2.34 -0.77
H 0.31 -1.66 -2.92
H -0.87 -1.47 -1.62
H -0.22 -3.07 -2.01
H 1.56 -2.38 1.16
H 0.70 -3.60 0.21
H -0.17 -2.16 0.77
H 2.70 0.12 -3.30
H 3.65 1.14 -2.21
H 2.78 1.86 -3.56
H 0.24 0.39 -3.46
H 0.30 2.15 -3.52
H -0.68 1.35 -2.29
H 2.49 2.77 -0.64
H 0.73 2.95 -0.67
H 1.69 3.46 -2.06
S -1.98 2.06 0.00
C -3.06 0.80 0.23
N -4.41 0.96 0.12
C -5.25 -0.09 0.23
C -4.74 -1.33 0.52
C -3.36 -1.43 0.71
N -2.54 -0.41 0.57
H -4.75 1.89 -0.09
H -6.30 0.12 0.10
H -5.39 -2.19 0.62
H -2.91 -2.38 0.97
*
```

Electronic structure analysis, Mulliken charges in units of e: 0.2938, -0.6750, -0.3459, -0.2655, -0.7076, -0.4431, -0.2160, 0.5671, 0.4462, 0.4456, 0.4035, 0.4500, 0.3928, -1.5602, 0.7480, 2.0546, -1.7668, -1.7502, -1.5722, 1.8316, -1.8189, -1.5297, -1.6553, 0.4339, 0.3891, 0.3321, 0.3044, 0.4871, 0.3502, 0.3253, 0.1706, 0.4774, 0.2612, 0.5973, 0.0212, 0.3245, 0.3354, 0.4969, 0.3334, 0.5112, 0.0555, 0.3255, 0.1003, 0.5181, -0.5526, 0.0799, 0.0220, -0.1973, -0.9581, 0.0580, 0.4442, 0.2953, 0.4215, 0.4423, 0.4673